Density functional theory data (the ωB97M-V functional and the def2-TZVPD basis) for C51H40BiFN13O5 as an isolated structure at a distorted geometry.

Last column: Löwdin charge in e.
Positions of all 111 atoms, in Å:
1 Bi -1.60936 1.69079 -0.33892  2.0314
2 C 0.63655 -4.86264 -0.03069  -0.1525
3 C -0.19592 -5.02677 -1.08853  -0.1456
4 C -1.13118 -4.08092 -1.49628  0.0278
5 C -1.06501 -2.79909 -0.81453  -0.1002
6 C -1.79940 -1.56630 -0.98055  -0.3118
7 N -1.36513 -0.71973 -0.00699  0.0445
8 C -0.41075 -1.32771 0.79148  -0.2819
9 N 0.20345 -0.78495 1.85880  0.2040
10 C -0.09924 0.35695 2.40632  -0.2874
11 C 0.39515 0.84613 3.68478  -0.1001
12 C 1.38865 0.33997 4.52022  -0.0005
13 C 1.73519 1.11703 5.66933  -0.0584
14 C 0.86855 2.13276 6.03077  -0.0886
15 C -0.24427 2.56942 5.27432  0.0053
16 C -0.45318 1.90978 4.09816  -0.1313
17 C -1.36642 2.12081 3.02580  -0.2348
18 N -2.37281 3.07253 3.04992  0.2118
19 C -3.29406 3.17065 2.14820  -0.3207
20 N -3.43578 2.53627 0.96652  0.0079
21 C -4.60991 2.90759 0.36677  -0.2727
22 N -5.07352 2.50872 -0.78131  0.1810
23 C -4.64301 1.45730 -1.44826  -0.2942
24 N -3.56757 0.76072 -1.13541  -0.0142
25 C -3.34425 -0.28108 -2.11854  -0.2427
26 N -2.61074 -1.34466 -1.99170  0.2088
27 C -4.26368 -0.00166 -3.24546  -0.0986
28 C -4.50204 -0.61889 -4.42833  -0.0338
29 C -5.54294 -0.25641 -5.24181  -0.0756
30 C -6.47612 0.58386 -4.72393  -0.0994
31 C -6.27580 1.33739 -3.58969  -0.0171
32 C -5.14615 1.03842 -2.83130  -0.0582
33 C -5.27516 3.93890 1.18849  -0.0722
34 C -6.48073 4.67028 1.09515  -0.0053
35 C -6.70302 5.56191 2.16223  -0.0597
36 C -5.84235 5.69652 3.31421  -0.0782
37 C -4.79495 4.86103 3.45406  -0.0327
38 C -4.45247 4.05841 2.35359  -0.0718
39 N -1.13937 1.23139 2.02104  0.0248
40 C -0.22736 -2.66403 0.27677  -0.0952
41 C 0.65127 -3.73351 0.74319  -0.0074
42 H 1.37407 -5.70110 0.29087  0.1270
43 H -0.33309 -5.97119 -1.60243  0.1053
44 H -1.79179 -4.19137 -2.34850  0.1104
45 H 2.01683 -0.46431 4.17025  0.0882
46 H 2.57471 0.82588 6.29650  0.1021
47 H 1.16829 2.72330 6.84734  0.0836
48 H -0.73661 3.50854 5.66299  0.1393
49 H -3.78149 -1.32518 -4.78460  0.1165
50 H -5.71276 -0.90274 -6.16959  0.1418
51 H -7.42847 0.80945 -5.24543  0.1211
52 H -6.98329 2.00813 -3.14632  0.1107
53 H -7.03820 4.81134 0.18806  0.1046
54 H -7.48596 6.36972 1.99195  0.1200
55 H -6.02673 6.42562 4.12329  0.1158
56 H -4.15126 5.05065 4.30628  0.1175
57 H 1.20395 -3.69576 1.63586  0.0701
58 F 4.10731 -0.65445 2.70856  0.0623
59 C 3.82480 -0.91162 1.40199  -0.1915
60 C 3.03419 -0.02131 0.76000  0.0768
61 C 2.59092 -0.36255 -0.49176  -0.0692
62 C 1.51248 0.41215 -1.10079  -0.3392
63 O 1.03007 1.36712 -0.49039  -0.0763
64 C 1.10244 0.00344 -2.41540  -0.0055
65 C 1.67578 -1.08045 -3.05991  0.0768
66 N 2.62197 -1.88444 -2.47912  0.0082
67 C 3.33034 -2.86631 -3.19185  -0.2928
68 C 2.97240 -4.32697 -3.05903  -0.0894
69 C 2.70403 -3.61294 -4.34829  -0.0719
70 C 3.04347 -1.46815 -1.19660  -0.1019
71 C 3.97051 -2.31985 -0.56575  0.0995
72 C 4.30362 -2.07724 0.80456  -0.1896
73 N 5.07537 -3.03082 1.47877  -0.1098
74 C 6.41371 -2.64630 2.02614  -0.1053
75 C 7.03365 -3.96473 2.60054  -0.0553
76 N 6.22029 -5.13518 2.08172  0.0296
77 C 4.73764 -5.23161 2.56788  -0.0449
78 C 4.31648 -3.79199 2.53788  -0.1193
79 C 0.06279 0.71126 -3.31116  -0.5935
80 O 0.31438 0.74649 -4.52242  0.0256
81 O -1.00277 1.09971 -2.71673  -0.2034
82 H 2.64173 0.82559 1.28846  0.1403
83 H 1.46492 -1.34439 -4.03935  0.1141
84 H 4.35641 -2.49685 -3.27651  0.1594
85 H 2.05754 -4.55246 -2.42324  0.1116
86 H 3.73982 -5.08704 -3.08595  0.0981
87 H 1.72653 -3.28966 -4.58055  0.0850
88 H 3.38822 -3.93450 -5.20895  0.1426
89 H 4.27583 -3.29141 -0.97997  0.1185
90 H 6.46202 -1.86221 2.76127  0.1126
91 H 6.97426 -2.21835 1.12981  0.1528
92 H 6.90577 -4.06240 3.66261  0.1220
93 H 8.08759 -4.17538 2.24795  0.1539
94 H 6.59665 -6.05158 2.33685  0.1756
95 H 6.11649 -5.13946 1.08144  0.1592
96 H 4.84053 -5.65504 3.60044  0.1524
97 H 4.28442 -5.87348 1.84626  0.1225
98 H 4.52795 -3.37994 3.50917  0.1249
99 H 3.26864 -3.72946 2.19764  0.1250
100 C 0.39558 6.77171 -2.16634  -0.0362
101 O 0.07655 5.99307 -1.00606  -0.0032
102 C -0.76794 4.96031 -0.98273  -0.5478
103 O -0.93716 4.28119 0.01482  -0.0155
104 N -1.53966 4.83994 -2.12786  0.0246
105 N -2.14922 3.59492 -2.35010  0.0168
106 H 1.00259 7.61051 -1.85208  0.0943
107 H -0.52790 7.12579 -2.63531  0.0889
108 H 1.04749 6.21227 -2.86172  0.1091
109 H -1.54999 5.47884 -2.91463  0.1350
110 H -1.59249 3.08224 -3.00257  0.0677
111 H -3.10246 3.72576 -2.62601  0.0970

Maximum force (hartree/bohr): 0.0830
Energy above the lowest of the compared OMol25 structures with the same formula, charge and spin (kcal/mol): 31.2
Charge: +1